[1]
# C5H16NO2

A 3-piece molecular cluster, C5H16NO2 overall at a distorted geometry (the ωB97M-V functional and the def2-TZVPD basis, the OMol25 dataset).

Orbital gap in eV: 9.228
Charge: +1

```
24
Properties=species:S:1:pos:R:3:mulliken_charge:R:1
O -3.95973 -0.13686 3.12629 -0.64
O -0.98334 -0.17986 2.27246 -0.62
N 0.56470 -1.37668 -1.00003 0.02
C 0.74878 0.88402 -1.90312 -1.00
C -0.20771 -2.46086 -0.90841 -0.11
C 0.12182 -0.00206 -0.82839 -0.30
C 2.48305 1.97337 -0.54553 -1.30
C 2.35385 0.97826 -1.67758 -0.32
H -0.95678 0.09046 -1.30272 0.33
H 0.42598 0.73724 -2.85812 0.51
H -1.81439 -0.13007 2.67589 0.31
H 2.41362 3.08282 -0.73656 0.35
H 0.39211 1.92520 -1.58129 0.35
H 2.64550 0.03056 -1.29942 0.22
H -4.59139 0.50836 2.86071 0.31
H 0.24432 0.20096 0.22722 0.29
H 2.79927 1.14290 -2.60079 0.41
H -0.50850 0.58507 2.65096 0.32
H 1.58842 -1.69304 -1.08073 0.30
H -4.23830 -0.59872 3.89064 0.31
H -1.28211 -2.31777 -1.07423 0.27
H 0.09208 -3.53446 -0.72419 0.27
H 1.86330 1.95299 0.29904 0.33
H 3.51983 1.95164 -0.35797 0.40
```

***

[2]
# C3H4IN3

One molecule with the formula C3H4IN3 at a distorted geometry (the ωB97M-V functional and the def2-TZVPD basis, the OMol25 dataset).

Orbital gap in eV: 8.496
SMILES: Nc1nc[nH]c1I

```
11
Properties=species:S:1:pos:R:3:mulliken_charge:R:1
I -3.29334 0.22225 0.11138 0.10
N -0.51724 1.67986 -0.03390 -0.10
N 0.98430 0.02356 -0.26906 -0.61
N -0.37241 -1.93717 -0.18774 -0.56
C 0.80440 1.29540 -0.15355 -0.34
C -1.17110 0.44423 -0.00700 -0.64
C -0.22960 -0.53436 -0.12318 0.87
H 0.42990 -2.14672 0.35569 0.31
H -0.92724 2.55202 0.36244 0.27
H -1.23280 -2.08903 0.30795 0.25
H 1.56916 1.96346 -0.32032 0.44
```

***

[3]
# C4H7N3O3

One molecule with the formula C4H7N3O3 at a distorted geometry (the ωB97M-V functional and the def2-TZVPD basis, the OMol25 dataset).

Orbital gap in eV: 9.872
SMILES: [H]/N=C(/C(=O)O)N(C)C(N)=O

```
17
Properties=species:S:1:pos:R:3:mulliken_charge:R:1
O -0.97840 1.37318 2.18912 -0.59
O 0.20473 -2.51098 -1.13245 -0.60
O 0.15864 -1.26110 -2.96415 -0.41
N -0.10872 0.01824 0.50993 0.07
N 0.53228 2.24504 0.78946 -0.56
N 0.22990 1.03531 -1.60289 -0.70
C -0.23343 1.20690 1.22871 0.38
C 0.08903 -0.03552 -0.88187 0.50
C -0.50987 -1.13832 1.30035 -0.95
C 0.14689 -1.40620 -1.63084 0.59
H 0.12936 1.86815 -1.01045 0.41
H -1.60153 -1.15691 1.37536 0.30
H 0.23255 -2.16803 -3.31879 0.37
H 0.48158 3.05055 1.40434 0.23
H 1.47864 2.00570 0.51332 0.27
H -0.15480 -2.08839 0.91895 0.38
H -0.09686 -1.03763 2.31191 0.31
```

***

Calculated values (eV) of HOMO level for the records, taken in order: -14.295, -8.163, -9.715.